(1)
Computed, not measured: a structure of composition C2H2N4O2, with ωB97M-V/def2-TZVPD.

Each line ends with the Löwdin charge.
Cartesian coordinates (Å):
C 0.41 -0.10 0.38  -0.365
C -0.60 0.07 -1.38  -0.172
H -1.05 -0.20 -2.27  0.118
H -1.25 2.04 -0.98  0.269
N 1.08 -0.77 1.37  -0.315
N 0.09 -0.90 -0.64  0.207
N -0.86 1.00 -0.66  -0.053
N -0.36 0.98 0.52  0.158
O 0.81 -0.39 2.58  0.040
O 1.74 -1.73 1.08  0.114

Its max |F| is 13.60 eV/A. Its total charge is 0. The calculation puts the LUMO energy at -0.0275 hartree.


(2)
Computed, not measured: a cluster of 2 separate species, C9H14O in total, with ωB97M-V/def2-TZVPD.

Each line ends with the Löwdin charge.
Cartesian coordinates (Å):
C -0.97 0.41 -3.50  -0.199
C -0.10 -0.80 -3.95  -0.157
H -1.79 0.70 -4.20  0.066
H -1.30 0.45 -2.43  0.042
H -0.72 1.51 -3.31  0.065
H 0.38 -0.60 -4.92  0.070
H 0.70 -1.14 -3.25  0.042
H -0.72 -1.74 -3.84  0.073
C 0.67 2.49 1.94  -0.029
C 0.68 -1.01 0.87  0.031
C -0.26 -1.67 1.63  -0.218
C 0.94 0.40 0.86  0.051
C 0.41 1.06 2.01  -0.207
C -0.48 -0.92 2.82  0.030
C -0.30 0.35 2.99  0.011
O -0.54 -2.97 1.63  0.197
H 1.21 -1.56 0.01  0.153
H 1.76 0.74 0.13  0.173
H -1.03 -1.52 3.57  0.163
H -0.02 -3.57 1.14  0.136
H 0.66 2.88 0.89  0.119
H 1.62 2.67 2.62  0.167
H -0.64 0.76 3.84  0.106
H -0.14 3.09 2.46  0.116

Its max |F| is 6.41 eV/A. The expectation value of S² is 0.766. As for the spin multiplicity: 2. Its total charge is +1. The calculation puts the LUMO energy (alpha / beta) at -0.1528 / -0.2863 hartree.


(3)
Computed, not measured: a structure of composition C29H38O4P2PdS3, with ωB97M-V/def2-TZVPD.

Each line ends with the Löwdin charge.
Cartesian coordinates (Å):
Pd -0.46 -0.10 -0.34  0.406
O -1.81 -2.04 -1.95  0.033
C -1.42 -1.78 -0.86  -0.479
C -1.55 -2.69 0.32  -0.224
C -1.45 -4.07 0.21  -0.012
C -1.53 -4.85 1.35  -0.065
C -1.75 -4.26 2.60  -0.068
C -1.90 -2.89 2.70  -0.062
C -1.78 -2.11 1.56  -0.317
P -1.92 -0.31 1.40  1.026
C -3.69 0.01 1.18  -0.341
C -4.67 -0.96 1.37  -0.073
C -6.01 -0.64 1.19  -0.076
C -6.38 0.65 0.83  -0.083
C -5.41 1.62 0.64  -0.076
C -4.07 1.30 0.80  -0.089
C -1.54 0.45 3.00  -0.333
C -0.24 0.88 3.23  -0.094
C 0.10 1.43 4.46  -0.067
C -0.86 1.56 5.45  -0.082
C -2.16 1.14 5.22  -0.083
C -2.51 0.59 3.99  -0.085
H -1.29 -4.51 -0.77  0.122
H -1.42 -5.93 1.28  0.105
H -1.81 -4.88 3.48  0.104
H -2.08 -2.42 3.66  0.109
H -4.38 -1.97 1.64  0.104
H -6.76 -1.40 1.33  0.105
H -7.42 0.89 0.69  0.103
H -5.69 2.62 0.35  0.104
H -3.31 2.06 0.64  0.080
H 0.50 0.81 2.44  0.024
H 1.12 1.77 4.63  0.108
H -0.59 1.99 6.41  0.103
H -2.91 1.25 5.99  0.103
H -3.53 0.28 3.81  0.105
C 4.04 0.26 -3.76  -0.067
C 4.58 0.75 -2.43  -0.436
C 5.91 0.12 -2.06  -0.046
O 3.65 0.60 -1.32  -0.316
P 2.64 -0.60 -1.04  -0.120
S 2.16 -0.62 0.85  0.303
S 1.00 -0.53 -2.22  0.369
O 3.52 -1.85 -1.51  -0.332
C 2.91 -3.17 -1.39  -0.497
C 2.83 -3.75 -2.79  -0.050
C 3.77 -3.98 -0.44  -0.045
H 4.76 0.53 -4.54  0.087
H 3.08 0.71 -3.99  0.051
H 3.93 -0.82 -3.76  0.070
H 4.70 1.84 -2.47  0.138
H 5.82 -0.97 -2.03  0.075
H 6.24 0.47 -1.09  0.086
H 6.66 0.39 -2.80  0.083
H 1.91 -3.06 -0.98  0.100
H 3.83 -3.83 -3.22  0.085
H 2.21 -3.11 -3.42  0.064
H 2.38 -4.75 -2.76  0.084
H 4.78 -4.07 -0.83  0.085
H 3.35 -4.98 -0.32  0.084
H 3.80 -3.49 0.53  0.071
C -1.28 5.78 -1.18  -0.133
C -0.47 4.76 -0.39  -0.394
S -0.91 3.06 -0.81  0.902
O -0.09 2.21 0.13  -0.618
C -0.14 2.93 -2.43  -0.398
C 1.37 3.05 -2.41  -0.137
H -1.06 6.78 -0.82  0.078
H -2.35 5.61 -1.07  0.074
H -1.03 5.75 -2.24  0.065
H -0.71 4.81 0.68  0.091
H 0.60 4.88 -0.49  0.085
H -0.62 3.69 -3.06  0.082
H -0.46 1.95 -2.80  0.050
H 1.70 4.07 -2.21  0.071
H 1.77 2.76 -3.37  0.076
H 1.79 2.39 -1.65  0.046

Its max |F| is 0.73 eV/A. Its total charge is 0. The calculation puts the LUMO energy at 0.0159 hartree.


(4)
Computed, not measured: a structure of composition C34H55BBrN8PdSi, with ωB97M-V/def2-TZVPD.

Each line ends with the Löwdin charge.
Cartesian coordinates (Å):
Pd -0.03 -0.53 0.11  1.042
C -0.55 3.39 3.78  -0.002
C -1.18 2.26 3.04  -0.233
C -2.37 1.61 3.29  0.042
C -2.53 0.64 2.31  -0.208
N -1.47 0.73 1.47  0.075
N -0.64 1.71 1.93  0.038
B 0.57 2.25 1.14  -0.530
N 0.20 2.41 -0.35  0.008
N -0.57 1.47 -1.00  0.063
C -1.05 2.05 -2.10  -0.217
C -0.59 3.38 -2.16  0.037
C 0.16 3.58 -1.03  -0.258
C 0.82 4.85 -0.57  -0.001
C -2.06 1.43 -3.05  -0.534
C -2.63 2.50 -3.98  -0.054
C -1.41 0.34 -3.91  -0.040
C -3.20 0.83 -2.22  -0.039
N 1.82 1.36 1.36  0.012
N 1.69 0.03 1.70  0.096
C 2.87 -0.35 2.23  -0.205
C 3.76 0.73 2.16  0.024
C 3.06 1.79 1.62  -0.259
C 3.53 3.19 1.40  -0.002
C 3.24 -1.63 3.00  -0.535
C 4.34 -2.41 2.25  -0.047
C 2.07 -2.53 3.34  -0.079
C 3.84 -1.15 4.33  -0.050
C -3.75 -0.26 2.19  -0.531
C -3.74 -1.20 0.98  -0.053
C -4.96 0.68 2.04  -0.040
C -3.91 -1.08 3.47  -0.036
H -1.10 3.57 4.70  0.089
H 0.49 3.17 4.03  0.091
H -0.56 4.31 3.19  0.087
H -3.06 1.83 4.10  0.126
H 0.84 3.35 1.56  0.109
H -0.82 4.12 -2.92  0.119
H 0.72 5.59 -1.36  0.089
H 0.35 5.25 0.33  0.090
H 1.88 4.72 -0.35  0.064
H -1.86 2.92 -4.63  0.089
H -3.38 2.04 -4.62  0.095
H -3.11 3.31 -3.43  0.094
H -2.15 -0.12 -4.56  0.091
H -0.96 -0.43 -3.29  0.028
H -0.62 0.76 -4.54  0.101
H -3.72 1.61 -1.66  0.099
H -3.92 0.33 -2.86  0.102
H -2.81 0.12 -1.49  0.015
H 4.77 0.77 2.53  0.122
H 4.55 3.28 1.77  0.089
H 3.54 3.45 0.34  0.078
H 2.91 3.92 1.91  0.082
H 3.96 -2.90 1.35  0.028
H 5.16 -1.75 1.97  0.086
H 4.74 -3.18 2.91  0.094
H 1.58 -2.97 2.48  -0.005
H 2.43 -3.35 3.97  0.096
H 1.30 -1.99 3.90  0.082
H 4.80 -0.65 4.20  0.079
H 3.16 -0.46 4.85  0.098
H 4.00 -2.02 4.98  0.091
H -3.68 -0.64 0.04  0.054
H -2.93 -1.92 1.02  0.032
H -4.67 -1.76 0.97  0.098
H -4.86 1.33 1.17  0.089
H -5.87 0.08 1.92  0.092
H -5.09 1.31 2.92  0.083
H -3.07 -1.75 3.63  0.057
H -4.01 -0.43 4.35  0.084
H -4.83 -1.68 3.40  0.094
N -1.05 -2.51 2.55  0.073
C -0.66 -1.76 1.76  -0.334
Br 1.69 -2.95 -0.23  0.999
C 2.49 -1.57 -1.23  -0.695
C 3.67 -1.78 -1.91  -0.072
C 4.18 -0.70 -2.62  -0.021
C 3.48 0.50 -2.63  -0.019
C 2.30 0.60 -1.92  -0.090
N 1.82 -0.43 -1.22  -0.036
H 4.17 -2.73 -1.87  0.121
H 5.10 -0.81 -3.18  0.126
H 3.85 1.36 -3.19  0.120
H 1.71 1.51 -1.90  0.103
C 0.67 -2.45 -3.97  -0.174
Si -0.71 -3.25 -3.01  0.381
C -0.19 -4.97 -2.56  -0.200
C -2.25 -3.39 -4.03  -0.174
C -1.24 -2.30 -1.47  -0.143
H 1.53 -3.12 -4.02  0.038
H 1.00 -1.50 -3.55  0.002
H 0.34 -2.25 -5.00  0.045
H -0.45 -5.63 -3.39  0.042
H -0.70 -5.35 -1.66  0.042
H 0.89 -5.06 -2.39  0.011
H -1.99 -3.87 -4.98  0.046
H -2.72 -2.42 -4.25  0.021
H -3.00 -4.01 -3.52  0.046
H -1.46 -2.93 -0.60  -0.006
H -1.95 -1.47 -1.55  -0.021

Its max |F| is 0.99 eV/A. The expectation value of S² is 6.017. As for the spin multiplicity: 5. Its total charge is +1. The calculation puts the LUMO energy (alpha / beta) at -0.1007 / -0.2230 hartree.


(5)
Computed, not measured: a cluster of 3 separate species, C4H10N2O in total, with ωB97M-V/def2-TZVPD.

Each line ends with the Löwdin charge.
Cartesian coordinates (Å):
C -0.25 1.74 0.56  -0.135
C 1.41 -0.67 1.26  -0.081
C -0.27 -0.03 -0.73  -0.208
C 0.45 -0.45 0.18  -0.128
N -1.18 0.16 -1.69  0.120
N 0.50 -2.36 -0.78  -0.071
O -1.63 1.99 0.56  -0.108
H -2.04 1.44 1.24  0.094
H -0.82 0.45 -2.59  0.112
H -2.01 0.67 -1.40  0.103
H -0.47 -2.65 -0.94  -0.045
H 0.91 -2.26 -1.71  -0.048
H 0.25 2.43 -0.12  0.078
H 0.18 1.75 1.56  0.074
H 2.06 0.20 1.41  0.081
H 0.89 -0.88 2.19  0.091
H 2.01 -1.54 1.00  0.072

Its max |F| is 2.99 eV/A. Its total charge is 0. The calculation puts the LUMO energy (alpha / beta) at 0.0237 / 0.0237 hartree.


(6)
Computed, not measured: a structure of composition C25H49NO2SSi2Sn, with ωB97M-V/def2-TZVPD.

Each line ends with the Löwdin charge.
Cartesian coordinates (Å):
O -0.52 -1.14 -2.05  -0.157
O 0.55 0.46 -3.27  -0.093
C 0.16 -2.36 -2.45  -0.223
C -0.51 -3.66 -1.96  -0.035
H 1.18 -2.36 -2.09  0.118
H 0.29 -2.40 -3.53  0.109
H -0.59 -3.68 -0.87  0.078
H 0.07 -4.53 -2.25  0.086
H -1.51 -3.79 -2.37  0.073
C -1.78 -1.01 -2.76  -0.185
C -1.84 -1.24 -4.29  -0.049
H -2.14 0.00 -2.56  0.114
H -2.51 -1.69 -2.33  0.112
H -1.08 -0.68 -4.82  0.053
H -2.81 -0.92 -4.69  0.092
H -1.72 -2.29 -4.55  0.077
C 0.08 1.80 -3.13  -0.146
C 1.82 0.18 -3.86  -0.158
C -0.82 2.22 -4.29  -0.035
H 0.91 2.50 -3.01  0.141
H -0.52 1.86 -2.22  0.134
H -0.31 2.17 -5.25  0.069
H -1.17 3.24 -4.15  0.094
H -1.71 1.59 -4.35  0.069
C 1.83 0.44 -5.37  -0.040
H 2.06 -0.87 -3.69  0.126
H 2.60 0.76 -3.38  0.132
H 0.99 -0.05 -5.86  0.080
H 2.75 0.06 -5.82  0.092
H 1.78 1.51 -5.58  0.076
H 0.26 -0.19 -2.53  0.042
Sn -0.09 -0.19 1.69  1.137
C 1.49 -0.18 0.39  -0.402
Si 3.34 0.29 0.57  0.452
H 1.24 -1.21 0.62  -0.037
H 0.79 0.59 0.08  -0.064
C 4.33 -0.89 -0.51  -0.204
C 4.16 0.11 2.24  -0.193
C 3.66 2.06 0.04  -0.173
C -1.85 -1.23 1.15  -0.365
Si -3.43 -0.18 1.04  0.411
H -1.77 -1.41 2.21  -0.048
H -2.06 -2.22 0.76  -0.002
C -4.67 -0.97 -0.12  -0.189
C -3.05 1.54 0.44  -0.206
C -4.27 -0.10 2.71  -0.173
H 3.10 2.33 -0.85  0.003
H 4.72 2.22 -0.18  0.032
H 3.38 2.75 0.83  0.018
H 4.01 -1.91 -0.36  0.023
H 5.39 -0.83 -0.27  0.023
H 4.24 -0.66 -1.57  -0.002
H 3.86 -0.79 2.77  0.034
H 3.96 0.97 2.87  -0.010
H 5.24 0.06 2.12  0.032
H -3.42 1.70 -0.57  0.014
H -1.98 1.72 0.43  -0.030
H -3.50 2.30 1.08  0.033
H -5.19 0.48 2.66  0.034
H -3.63 0.37 3.46  -0.011
H -4.53 -1.10 3.07  0.043
H -5.67 -0.56 0.05  0.030
H -4.73 -2.05 0.04  0.030
H -4.43 -0.79 -1.16  0.002
S 2.61 0.93 5.22  1.010
C 2.55 2.31 4.24  -0.423
C 1.80 2.02 3.10  -0.235
C 1.32 0.70 3.08  -0.386
C 1.67 -0.04 4.20  -0.529
C 0.45 -0.63 4.64  -0.365
C 0.21 -0.77 6.01  -0.082
C -0.99 -0.28 6.52  -0.125
C -1.82 0.46 5.68  -0.105
C -1.49 0.55 4.32  -0.167
N -0.47 -0.15 3.78  -0.176
H 3.01 3.25 4.48  0.058
H 1.58 2.75 2.33  0.086
H 0.98 -1.10 6.70  0.097
H -1.20 -0.33 7.58  0.084
H -2.67 0.99 6.08  0.085
H -1.99 1.23 3.66  0.084

Its max |F| is 5.95 eV/A. Its total charge is 0. The calculation puts the LUMO energy (alpha / beta) at -0.0089 / -0.0090 hartree.


(7)
Computed, not measured: the molecule C11H15NO4, with ωB97M-V/def2-TZVPD.

Each line ends with the Löwdin charge.
Cartesian coordinates (Å):
O 3.65 -0.21 -0.81  0.086
C 2.60 -0.14 -0.22  -0.354
C 2.22 -0.86 1.06  0.075
C 1.24 -0.61 1.74  -0.405
O 0.45 0.16 1.23  0.095
C 0.62 1.01 0.24  -0.096
C 1.80 0.93 -0.46  -0.309
O 1.88 1.31 -1.66  0.128
H 2.78 1.00 -1.91  0.131
C -0.61 1.88 -0.20  -0.086
N -1.81 1.24 -0.77  -0.173
C -1.33 0.68 -2.15  -0.186
C -0.84 -0.77 -2.32  -0.040
H -1.46 -1.20 -2.99  0.055
H 0.12 -0.97 -2.19  0.046
C -1.55 -1.05 -0.79  -0.110
H -2.22 -1.88 -1.12  0.108
H -0.80 -1.43 -0.13  0.080
C -2.48 0.06 -0.36  -0.196
H -2.33 0.28 0.85  0.175
H -3.34 0.01 -0.64  0.021
H -0.48 1.51 -2.46  0.139
H -2.26 1.00 -2.82  0.144
H -0.23 2.85 -0.60  0.142
H -1.23 2.01 0.80  0.147
C 0.77 -1.27 3.04  -0.240
O 0.48 -0.36 3.94  -0.061
H -0.52 0.10 3.70  0.221
H 1.77 -1.68 3.62  0.197
H 0.10 -1.97 2.83  0.081
H 3.00 -1.63 1.56  0.183

Its max |F| is 15.22 eV/A. Its SMILES is O=c1cc(CO)oc(CN2CCCC2)c1O. Its total charge is 0. The calculation puts the LUMO energy at 0.0135 hartree.


(8)
Computed, not measured: a structure of composition C40H49N3O3PRuS3, with ωB97M-V/def2-TZVPD.

Each line ends with the Löwdin charge.
Cartesian coordinates (Å):
Ru 0.85 0.62 0.61  0.728
O 2.53 0.95 1.68  -0.310
N 2.40 1.53 2.88  -0.210
C 3.43 1.42 3.74  -0.031
C 3.36 1.98 4.98  -0.043
C 2.19 2.66 5.36  -0.050
C 1.16 2.77 4.46  -0.062
C 1.27 2.21 3.18  -0.616
S 0.12 2.36 1.91  0.728
H 4.28 0.87 3.35  0.143
H 4.20 1.88 5.65  0.112
H 2.10 3.08 6.34  0.115
H 0.24 3.28 4.71  0.115
O -0.02 2.21 -1.10  -0.639
S -0.74 2.98 -2.18  1.017
C -1.59 1.71 -3.16  -0.305
C -0.61 0.58 -3.47  -0.245
C -1.33 -0.69 -3.93  -0.214
C -0.58 -1.94 -3.49  -0.301
S -0.55 -2.31 -1.69  1.014
O 0.31 -1.31 -0.97  -0.595
C -2.26 -1.92 -1.32  -0.405
C -3.24 -2.82 -1.70  -0.082
C -4.57 -2.54 -1.40  -0.059
C -4.89 -1.37 -0.73  -0.058
C -3.89 -0.49 -0.34  -0.060
C -2.57 -0.76 -0.63  -0.098
C -2.18 3.71 -1.43  -0.391
C -2.63 3.22 -0.21  -0.091
C -3.75 3.79 0.36  -0.059
C -4.41 4.83 -0.28  -0.066
C -3.95 5.31 -1.50  -0.065
C -2.81 4.75 -2.07  -0.079
H -1.99 2.20 -4.05  0.107
H -2.41 1.34 -2.55  0.089
H -0.07 0.37 -2.55  0.063
H 0.13 0.90 -4.20  0.112
H -1.46 -0.71 -5.01  0.124
H -2.33 -0.72 -3.50  0.102
H 0.48 -1.92 -3.75  0.097
H -1.01 -2.84 -3.93  0.093
H -2.98 -3.74 -2.20  0.119
H -5.34 -3.23 -1.69  0.112
H -5.93 -1.15 -0.49  0.111
H -4.15 0.42 0.20  0.101
H -1.77 -0.09 -0.32  0.077
H -2.08 2.43 0.29  0.044
H -4.10 3.44 1.32  0.106
H -5.29 5.27 0.17  0.110
H -4.46 6.13 -1.99  0.111
H -2.43 5.14 -3.01  0.113
C 1.41 -1.19 3.45  -0.213
P 0.16 -0.87 2.14  0.888
C -1.35 -0.60 3.15  -0.361
C -2.33 0.31 2.76  -0.139
C -3.48 0.47 3.52  -0.073
C -3.67 -0.27 4.67  -0.075
C -2.71 -1.19 5.06  -0.069
C -1.56 -1.36 4.31  -0.087
C -0.14 -2.60 1.60  -0.356
C 0.95 -3.43 1.32  -0.108
C 0.76 -4.74 0.94  -0.074
C -0.53 -5.26 0.83  -0.079
C -1.61 -4.45 1.11  -0.077
C -1.42 -3.13 1.49  -0.102
H 1.28 -2.19 3.87  0.054
H 1.30 -0.46 4.24  0.053
H 2.41 -1.12 3.02  0.037
H -2.17 0.89 1.87  0.033
H -4.23 1.19 3.20  0.101
H -4.57 -0.14 5.26  0.107
H -2.86 -1.79 5.96  0.108
H -0.83 -2.10 4.61  0.105
H 1.96 -3.05 1.41  0.095
H 1.62 -5.37 0.73  0.108
H -0.67 -6.29 0.54  0.107
H -2.62 -4.84 1.04  0.111
H -2.28 -2.51 1.72  0.109
C 5.26 -1.51 -3.58  -0.064
C 5.54 -0.55 -2.43  -0.209
N 4.43 0.35 -2.12  -0.082
C 4.34 1.58 -2.90  -0.198
C 3.35 1.51 -4.06  -0.058
C 3.47 0.03 -1.21  -0.405
C 3.67 -1.21 -0.40  -0.010
N 2.43 0.75 -0.99  0.055
H 6.08 -2.22 -3.68  0.080
H 5.16 -0.98 -4.52  0.065
H 4.34 -2.07 -3.40  0.072
H 6.41 0.07 -2.66  0.120
H 5.81 -1.11 -1.53  0.104
H 5.34 1.80 -3.27  0.120
H 4.08 2.40 -2.22  0.123
H 3.67 0.76 -4.79  0.068
H 3.29 2.47 -4.56  0.084
H 2.36 1.24 -3.72  0.045
H 4.57 -1.13 0.21  0.096
H 3.75 -2.10 -1.03  0.091
H 2.81 -1.32 0.26  0.032
H 2.35 1.57 -1.58  0.043

Its max |F| is 0.80 eV/A. Its total charge is +1. The calculation puts the LUMO energy at -0.0620 hartree.


Result set for energy relative to the best compared isomer or geometry (same formula, charge and spin): 155.6; 70.4; 9.2; 38.9; 179.1; 220.4; 251.3; 8.5 kcal/mol, one per record in the order listed.
Result set for E: -12155.99940; -11596.51388; -93446.68179; -130140.26449; -9331.22226; -64714.43854; -21320.14099; -97258.46722 eV, one per record in the order listed.